No. 1
{
  "formula": "C5H74Br2NO35",
  "method": "ωB97M-V with the def2-TZVPD basis set",
  "elements": ["C", "C", "Br", "C", "Br", "C", "C", "O", "N", "O", "H", "H", "H", "H", "H", "H", "H", "H", "O", "H", "H", "O", "H", "H", "O", "H", "H", "O", "H", "H", "O", "H", "H", "O", "H", "H", "O", "H", "H", "O", "H", "H", "O", "H", "H", "O", "H", "H", "O", "H", "H", "O", "H", "H", "O", "H", "H", "O", "H", "H", "O", "H", "H", "O", "H", "H", "O", "H", "H", "O", "H", "H", "O", "H", "H", "O", "H", "H", "O", "H", "H", "O", "H", "H", "O", "H", "H", "O", "H", "H", "O", "H", "H", "O", "H", "H", "O", "H", "H", "O", "H", "H", "O", "H", "H", "O", "H", "H", "O", "H", "H", "O", "H", "H", "O", "H", "H"],
  "coordinates": [[-0.41, 1.07, 0.18], [-0.62, -0.46, -0.01], [-0.18, -1.55, 1.57], [-2.04, -0.72, -0.57], [-1.88, -2.07, -2.10], [-3.07, -1.16, 0.44], [-4.38, -0.48, 0.12], [-4.34, 1.00, 0.55], [-5.16, 1.71, -0.26], [-4.51, 2.44, -0.97], [-0.53, 1.51, -0.82], [0.58, 1.30, 0.58], [-1.23, 1.45, 0.81], [0.08, -0.77, -0.79], [-2.37, 0.20, -1.06], [-2.82, -0.82, 1.46], [-4.65, -0.54, -0.95], [-5.17, -0.93, 0.75], [-2.01, -5.59, -3.41], [-2.17, -6.02, -2.56], [-1.94, -4.66, -3.19], [1.25, -2.17, -1.94], [2.06, -2.65, -2.17], [0.58, -2.54, -2.53], [-0.12, -4.56, -0.63], [0.52, -5.08, -0.13], [-0.28, -3.79, -0.06], [-4.21, 0.69, 3.35], [-5.11, 0.41, 3.56], [-4.33, 1.23, 2.55], [-7.21, 0.82, 3.14], [-8.11, 0.53, 3.35], [-7.32, 1.36, 2.35], [-2.38, 1.30, 5.95], [-1.55, 0.86, 5.72], [-3.04, 0.88, 5.38], [0.67, 3.46, 1.41], [-0.15, 3.92, 1.64], [1.37, 4.06, 1.68], [1.17, -0.78, -4.78], [1.04, -1.18, -3.91], [1.49, -1.50, -5.33], [-4.80, 3.60, -3.78], [-4.77, 3.22, -2.90], [-4.42, 2.92, -4.35], [-5.03, -3.29, -1.13], [-4.79, -4.12, -0.71], [-4.19, -2.94, -1.46], [-0.25, -3.30, -5.04], [-0.64, -2.44, -4.86], [-0.99, -3.83, -5.37], [-5.14, 5.41, -1.12], [-5.13, 4.45, -1.06], [-4.72, 5.59, -1.96], [-6.70, -2.55, -3.73], [-6.86, -1.60, -3.78], [-6.25, -2.68, -2.88], [-4.33, -1.23, 5.39], [-5.22, -1.52, 5.61], [-4.44, -0.69, 4.60], [-1.92, 4.09, 6.40], [-2.03, 3.13, 6.41], [-1.42, 4.27, 5.61], [3.87, -1.50, -2.90], [4.78, -1.33, -2.62], [3.76, -0.97, -3.69], [2.43, 0.35, -0.77], [2.88, 0.94, -1.38], [2.45, -0.51, -1.22], [6.33, -0.24, -3.23], [7.23, -0.07, -2.93], [6.25, 0.29, -4.03], [7.65, -3.08, -2.99], [7.45, -2.13, -3.05], [8.10, -3.17, -2.15], [-1.40, 2.04, 8.98], [-2.30, 1.76, 9.18], [-1.51, 2.65, 8.23], [-2.13, 2.63, 11.88], [-2.24, 1.68, 11.86], [-1.62, 2.82, 11.07], [10.26, -1.73, -3.11], [9.85, -2.59, -3.20], [11.21, -1.90, -3.18], [6.89, 1.19, -0.97], [6.49, 2.05, -0.81], [6.16, 0.66, -1.32], [-6.54, 0.80, -3.70], [-6.88, 1.70, -3.78], [-5.97, 0.83, -2.93], [13.26, -2.41, -2.75], [13.85, -1.89, -2.20], [13.13, -3.23, -2.26], [2.27, -3.99, -3.59], [3.08, -4.47, -3.82], [1.60, -4.36, -4.17], [2.72, 3.43, -1.31], [2.30, 3.42, -0.44], [2.33, 4.18, -1.76], [3.34, 5.25, 1.24], [3.72, 5.69, 0.47], [4.05, 5.23, 1.88], [0.74, 0.84, 6.77], [1.23, 0.12, 7.17], [0.02, 1.01, 7.40], [5.44, 2.13, 1.78], [6.26, 1.66, 1.58], [4.79, 1.75, 1.17], [-3.67, 4.62, -6.66], [-3.99, 4.61, -5.75], [-4.25, 5.25, -7.10], [4.16, -5.12, -5.61], [5.07, -4.96, -5.33], [4.05, -4.59, -6.41], [-0.43, -1.45, 8.11], [-0.85, -0.59, 8.27], [-1.15, -2.00, 7.80]],
  "total_charge": -1,
  "homo_energy_ev": -3.834,
  "lumo_ev": 1.28,
  "gap_ha": 0.1878
}

---

No. 2
{
  "formula": "C7H14NS",
  "method": "ωB97M-V with the def2-TZVPD basis set",
  "elements": ["C", "C", "C", "C", "C", "C", "C", "N", "S", "H", "H", "H", "H", "H", "H", "H", "H", "H", "H", "H", "H", "H", "H"],
  "coordinates": [[-1.09, -0.10, -0.60], [0.25, 1.79, -1.20], [2.55, 0.62, 0.36], [1.12, -1.55, 0.64], [-4.21, -1.10, 0.29], [0.25, 0.33, -0.88], [1.18, 0.00, 0.50], [-2.23, -0.16, -0.43], [-5.37, -0.05, -0.15], [-0.50, 2.24, -0.56], [-0.05, 1.87, -2.21], [1.30, 2.36, -1.13], [3.18, 0.08, -0.38], [3.18, 0.60, 1.34], [2.52, 1.74, 0.10], [-0.07, -1.81, 0.81], [1.35, -1.98, -0.39], [1.86, -1.91, 1.40], [-3.76, -2.00, -0.31], [-3.73, -0.82, 1.32], [0.71, -0.28, -1.59], [0.58, 0.60, 1.22], [-5.95, -0.60, -1.38]],
  "total_charge": 1,
  "homo_energy_ev": [-12.507, -13.637],
  "lumo_ev": [-3.94, -9.35],
  "multiplicity": 3,
  "gap_ha": [0.3149, 0.1577]
}

---

No. 3
{
  "formula": "C2H8N2O2",
  "method": "ωB97M-V with the def2-TZVPD basis set",
  "elements": ["C", "C", "N", "N", "O", "O", "H", "H", "H", "H", "H", "H", "H", "H"],
  "coordinates": [[1.06, -1.37, 0.05], [1.27, 0.96, 0.41], [-1.66, 0.40, 0.38], [-2.32, 0.67, -0.62], [-0.23, -1.45, -0.43], [1.72, -0.17, -0.30], [-0.94, -0.82, 0.15], [-2.45, 0.02, -1.41], [-2.67, 1.63, -0.79], [1.65, -2.16, -0.42], [1.09, -1.49, 1.15], [1.41, 0.82, 1.49], [0.19, 1.15, 0.25], [1.87, 1.81, 0.07]],
  "homo_energy_ev": -9.135,
  "lumo_ev": -0.11,
  "gap_ha": 0.3318
}

---

No. 4
{
  "formula": "C27H25F2N4O7PS",
  "method": "ωB97M-V with the def2-TZVPD basis set",
  "elements": ["N", "C", "C", "C", "C", "N", "C", "O", "C", "C", "P", "O", "O", "O", "C", "C", "N", "C", "S", "C", "N", "C", "O", "F", "C", "O", "F", "C", "C", "O", "H", "H", "H", "H", "H", "H", "H", "H", "H", "H", "H", "H", "H", "C", "C", "C", "C", "C", "C", "H", "H", "H", "H", "H", "H", "C", "C", "C", "C", "C", "C", "H", "H", "H", "H", "H", "H"],
  "coordinates": [[5.47, -2.01, 0.58], [5.49, -0.63, -0.04], [4.04, 0.04, 0.29], [4.07, 1.56, -0.21], [2.71, 2.39, 0.04], [1.45, 1.58, -0.04], [1.19, 0.84, -1.28], [1.93, 0.47, -2.22], [-0.39, 0.55, -1.33], [-1.24, -0.49, -2.12], [-0.38, -1.76, -3.23], [0.02, -1.23, -4.61], [-1.45, -3.12, -3.34], [0.96, -2.34, -2.32], [-2.80, -0.41, -1.91], [-3.37, 0.70, -0.93], [-4.85, 0.74, -0.74], [-5.39, 0.81, -1.93], [-5.88, 1.18, -3.48], [-2.46, 1.72, -0.16], [-3.07, 2.75, 0.72], [-2.68, 4.12, 0.38], [-2.41, 4.89, 1.35], [-2.62, 4.66, -0.93], [-2.91, 2.45, 2.16], [-3.96, 2.36, 2.86], [-1.68, 2.28, 2.84], [-0.91, 1.64, -0.35], [0.30, 2.47, 0.29], [0.35, 3.58, 0.86], [4.76, -2.55, 0.03], [5.11, -1.92, 1.55], [6.36, 0.02, 0.37], [5.62, -0.74, -1.19], [3.78, -0.06, 1.41], [3.28, -0.62, -0.27], [4.24, 1.55, -1.36], [4.98, 2.09, 0.24], [2.67, 3.29, -0.67], [2.79, 2.83, 1.11], [-1.53, -3.48, -2.41], [0.81, -2.15, -1.36], [-3.51, -1.13, -2.47], [-8.06, 4.54, 4.52], [-6.89, 3.94, 4.06], [-6.74, 2.56, 4.17], [-7.75, 1.78, 4.72], [-8.92, 2.39, 5.17], [-9.07, 3.77, 5.07], [-8.18, 5.62, 4.44], [-6.10, 4.54, 3.62], [-5.82, 2.09, 3.82], [-7.63, 0.71, 4.80], [-9.71, 1.78, 5.60], [-9.98, 4.24, 5.43], [6.30, -4.37, -1.94], [5.10, -5.00, -2.26], [5.12, -6.21, -2.97], [6.33, -6.78, -3.34], [7.53, -6.14, -3.02], [7.51, -4.94, -2.32], [6.29, -3.43, -1.40], [4.16, -4.56, -1.97], [4.18, -6.70, -3.22], [6.34, -7.72, -3.88], [8.47, -6.59, -3.31], [8.44, -4.44, -2.08]],
  "homo_energy_ev": -9.150,
  "lumo_ev": -2.19,
  "gap_ha": 0.2557
}

---

No. 5
{
  "formula": "C4H22NO11",
  "method": "ωB97M-V with the def2-TZVPD basis set",
  "elements": ["O", "C", "N", "C", "O", "O", "C", "C", "H", "H", "H", "H", "H", "H", "H", "H", "O", "H", "H", "O", "H", "H", "O", "H", "H", "O", "H", "H", "O", "H", "H", "O", "H", "H", "O", "H", "H", "O"],
  "coordinates": [[0.10, -0.21, -3.20], [-0.61, -0.36, -2.23], [-0.25, -0.83, -0.93], [1.02, -0.91, -0.28], [0.93, -1.46, 0.85], [1.99, -0.36, -0.77], [-1.98, 0.40, -2.32], [-2.91, -0.05, -1.16], [-0.97, -1.23, -0.35], [-1.90, 1.49, -2.26], [-2.55, 0.18, -3.20], [-2.91, -1.18, -1.06], [-3.97, 0.09, -1.14], [-2.63, 0.11, -0.13], [0.91, 1.33, 1.60], [-0.37, 0.71, 0.77], [0.00, 1.43, 1.28], [2.92, 0.94, -2.54], [1.57, 0.80, -3.04], [2.40, 1.30, -3.25], [-2.42, -1.86, 1.99], [-2.74, -0.58, 1.55], [-3.04, -1.48, 1.35], [2.16, -0.31, 2.94], [1.12, -1.27, 2.82], [1.46, -0.68, 3.53], [3.18, 1.94, 0.89], [3.06, 0.36, 0.57], [2.70, 1.11, 1.05], [-0.55, -3.85, 0.96], [-0.29, -2.46, 1.38], [-0.88, -3.22, 1.61], [0.68, 3.03, -1.02], [0.86, 2.58, 0.29], [1.31, 3.23, -0.31], [-1.45, 1.46, 2.13], [-3.02, 1.82, 2.59], [-2.38, 1.19, 2.29]],
  "total_charge": -1,
  "homo_energy_ev": -6.848,
  "lumo_ev": 2.92,
  "gap_ha": 0.3588
}

---

No. 6
{
  "formula": "C43H54N2O",
  "method": "ωB97M-V with the def2-TZVPD basis set",
  "elements": ["C", "C", "C", "C", "C", "C", "N", "C", "N", "C", "C", "C", "C", "C", "C", "C", "C", "C", "C", "C", "C", "C", "C", "H", "H", "H", "H", "H", "H", "H", "H", "H", "H", "H", "H", "H", "H", "H", "H", "H", "H", "H", "H", "H", "H", "H", "H", "H", "H", "C", "C", "C", "C", "C", "C", "C", "C", "C", "C", "C", "C", "C", "C", "C", "C", "C", "C", "C", "C", "C", "C", "O", "H", "H", "H", "H", "H", "H", "H", "H", "H", "H", "H", "H", "H", "H", "H", "H", "H", "H", "H", "H", "H", "H", "H", "H", "H", "H", "H", "H"],
  "coordinates": [[1.83, -5.84, -1.18], [0.91, -4.66, -1.33], [0.01, -4.30, -0.32], [-0.73, -3.12, -0.37], [-1.67, -2.75, 0.74], [-0.58, -2.29, -1.49], [-1.31, -1.08, -1.47], [-0.71, 0.16, -1.80], [-1.81, 1.02, -2.16], [-1.67, 2.24, -2.80], [-0.37, 2.65, -3.27], [0.82, 2.07, -2.81], [-0.27, 3.62, -4.28], [-1.39, 4.34, -4.69], [-1.25, 5.40, -5.73], [-2.63, 4.07, -4.09], [-2.78, 3.08, -3.12], [-4.16, 2.95, -2.54], [-3.06, 0.28, -2.25], [-2.72, -1.13, -1.87], [0.22, -2.67, -2.58], [0.30, -1.91, -3.88], [1.00, -3.82, -2.45], [2.11, -6.27, -2.16], [2.77, -5.58, -0.66], [1.34, -6.61, -0.58], [-0.07, -4.95, 0.55], [-1.62, -1.66, 0.91], [-2.71, -3.00, 0.50], [-1.39, -3.26, 1.67], [1.14, 2.28, -1.79], [-0.03, 0.10, -2.67], [1.64, 1.94, -3.51], [0.73, 3.82, -4.67], [-2.01, 6.18, -5.55], [-0.26, 5.86, -5.74], [-1.44, 4.97, -6.73], [-3.48, 4.67, -4.43], [-4.68, 3.92, -2.61], [-4.77, 2.22, -3.11], [-4.16, 2.66, -1.48], [-3.83, 0.67, -1.57], [-3.49, 0.31, -3.28], [-2.78, -1.81, -2.76], [-3.39, -1.53, -1.05], [0.46, -2.60, -4.74], [-0.63, -1.35, -4.09], [1.18, -1.23, -3.88], [1.67, -4.08, -3.27], [-2.57, -0.12, 5.00], [-2.55, 0.93, 3.86], [-3.72, 0.63, 2.91], [-2.80, 2.33, 4.49], [-1.19, 0.91, 3.16], [-1.07, 0.70, 1.81], [0.19, 0.52, 1.17], [0.36, 0.36, -0.32], [1.52, -0.52, -0.60], [1.87, -1.60, 0.25], [3.01, -2.32, 0.04], [3.84, -2.09, -1.05], [5.07, -2.89, -1.24], [3.44, -1.09, -1.94], [2.30, -0.32, -1.72], [1.35, 0.62, 2.03], [1.31, 0.82, 3.38], [2.57, 0.78, 4.22], [2.84, 2.16, 4.88], [3.84, 0.39, 3.45], [2.39, -0.25, 5.37], [0.01, 1.13, 3.97], [-0.06, 1.61, 5.11], [-1.82, 0.15, 5.77], [-3.57, -0.19, 5.47], [-2.30, -1.11, 4.59], [-3.81, 1.41, 2.15], [-3.59, -0.34, 2.42], [-4.67, 0.59, 3.48], [-2.81, 3.08, 3.69], [-3.77, 2.35, 5.03], [-1.98, 2.56, 5.19], [-1.96, 0.66, 1.16], [0.38, 1.46, -0.82], [1.28, -1.82, 1.13], [3.32, -3.10, 0.74], [5.50, -2.77, -2.26], [5.85, -2.59, -0.50], [4.89, -3.98, -1.09], [4.10, -0.89, -2.84], [2.10, 0.49, -2.43], [2.34, 0.53, 1.56], [1.95, 2.45, 5.48], [3.74, 2.13, 5.53], [2.99, 2.90, 4.08], [3.71, -0.57, 2.94], [4.10, 1.16, 2.72], [4.71, 0.27, 4.13], [2.14, -1.24, 4.93], [3.31, -0.36, 5.98], [1.55, 0.07, 6.02]],
  "homo_energy_ev": -5.883,
  "lumo_ev": -2.32,
  "gap_ha": 0.1308
}

---

No. 7
{
  "formula": "C15H23N3O5S2",
  "method": "ωB97M-V with the def2-TZVPD basis set",
  "elements": ["C", "C", "C", "C", "N", "C", "O", "C", "O", "N", "C", "C", "O", "C", "C", "C", "N", "S", "O", "O", "C", "C", "C", "C", "S", "H", "H", "H", "H", "H", "H", "H", "H", "H", "H", "H", "H", "H", "H", "H", "H", "H", "H", "H", "H", "H", "H", "H"],
  "coordinates": [[-5.98, -0.25, -1.47], [-4.84, 0.07, -0.51], [-5.09, -0.55, 0.86], [-3.52, -0.45, -1.09], [-2.39, -0.10, -0.27], [-1.55, -0.98, 0.29], [-1.63, -2.19, 0.22], [-0.44, -0.27, 1.06], [-0.47, 0.92, 1.32], [0.52, -1.12, 1.47], [1.79, -0.67, 1.96], [2.95, -0.97, 0.99], [2.73, -2.23, 0.44], [3.84, -2.68, -0.32], [4.20, -1.67, -1.42], [4.38, -0.30, -0.78], [3.19, 0.05, -0.01], [1.94, 0.64, -1.00], [0.81, -0.23, -1.08], [2.54, 1.03, -2.25], [1.50, 2.13, -0.16], [2.21, 2.81, 0.78], [1.57, 4.01, 1.15], [0.41, 4.21, 0.47], [0.07, 2.94, -0.63], [-5.81, 0.20, -2.44], [-6.92, 0.12, -1.07], [-6.07, -1.33, -1.60], [-4.76, 1.15, -0.40], [-4.27, -0.31, 1.54], [-5.17, -1.63, 0.79], [-6.02, -0.16, 1.29], [-3.53, -1.55, -1.14], [-3.37, -0.05, -2.10], [-2.18, 0.88, -0.11], [0.47, -2.05, 1.09], [1.71, 0.41, 2.14], [2.00, -1.18, 2.90], [3.88, -0.98, 1.60], [3.54, -3.64, -0.74], [4.70, -2.82, 0.34], [5.11, -1.99, -1.93], [3.38, -1.61, -2.14], [4.52, 0.47, -1.54], [5.24, -0.29, -0.09], [3.14, 2.46, 1.18], [1.96, 4.69, 1.88], [-0.27, 5.04, 0.55]],
  "smiles": "CC(C)CNC(=O)C(=O)NC[C@H]1OCCCN1S(=O)(=O)c1cccs1",
  "homo_energy_ev": -9.026,
  "lumo_ev": 0.61,
  "gap_ha": 0.3540
}

---

No. 8
{
  "formula": "C3H6Cl2Si",
  "method": "ωB97M-V with the def2-TZVPD basis set",
  "elements": ["C", "C", "C", "Si", "Cl", "Cl", "H", "H", "H", "H", "H", "H"],
  "coordinates": [[-0.11, 0.60, 1.48], [0.05, 0.08, 0.31], [1.50, 1.00, -0.86], [-1.16, -1.34, -0.45], [-1.93, -2.66, 0.88], [-2.71, -0.41, -1.23], [-0.79, 0.31, 2.21], [0.32, 1.44, 1.90], [2.18, 1.01, -0.11], [1.07, 1.89, -1.21], [1.92, 0.31, -1.60], [-0.33, -2.24, -1.32]],
  "homo_energy_ev": -9.662,
  "lumo_ev": 0.77,
  "gap_ha": 0.3835
}

---

Total energy / eV: -219622.585; -19797.430; -9275.358; -74249.787; -28520.726; -50489.182; -52306.615; -36130.368